No. 1
Computed, not measured: a molecular structure, C35H43MnN4Si2 at a distorted geometry, with ωB97M-V with the def2-TZVPD basis set.

XYZ file:
```
85
Properties=species:S:1:pos:R:3:forces:R:3
Mn -16.246879 -3.142517 15.029895 0.1708 -0.1263 0.4103
C -12.188780 -3.255175 14.594661 -0.0218 0.7140 0.8868
C -13.026036 -4.443282 14.287899 0.3446 -0.3071 -0.6273
C -12.408612 -5.568662 13.763744 -0.2041 -0.3902 0.6526
C -13.216545 -6.676807 13.478929 -0.3003 0.7678 -0.4328
C -14.583476 -6.554782 13.555567 0.4381 -1.0935 0.3919
C -15.145896 -5.359652 14.047431 -1.7098 0.3257 -0.1943
N -14.355138 -4.320388 14.436005 0.7260 -0.3253 -0.1510
N -16.475909 -5.114070 14.139475 0.0983 -0.3251 0.2627
Si -17.829876 -6.170355 13.847017 0.5221 0.5806 0.5534
C -17.943862 -6.714363 12.054501 0.1839 1.5513 0.3094
C -17.783591 -7.718607 14.950901 0.0443 -0.0857 -1.0492
C -19.395491 -5.150570 14.253526 0.0108 -0.9880 -1.1279
H -12.170859 -2.566394 13.766753 -0.0573 0.2567 -0.5077
H -11.149206 -3.396647 14.910382 -0.2419 -0.5665 -0.2207
H -12.677681 -2.734846 15.404270 -0.1470 0.4221 0.3505
H -11.325200 -5.629305 13.746689 -0.1539 0.0590 -0.1724
H -12.778138 -7.579068 13.103215 0.1859 -0.4701 -0.0111
H -15.211049 -7.440127 13.397463 0.1156 0.5417 -0.1611
H -17.480875 -7.647871 11.865162 0.4357 -0.9846 -0.2641
H -17.475217 -5.931953 11.430642 -0.2383 -0.3564 0.1243
H -18.995994 -6.752281 11.838060 -0.5559 -0.2098 -0.4316
H -16.753714 -7.876405 15.287031 -0.1522 -0.2327 -0.0814
H -18.176355 -8.603745 14.385958 0.3703 0.5921 0.6580
H -18.390492 -7.515586 15.815284 -0.3310 -0.1512 0.4913
H -19.442833 -4.330687 13.532601 -0.1140 0.0635 0.0423
H -19.366018 -4.741581 15.236141 0.1158 0.3960 0.8832
H -20.332128 -5.747290 14.166642 0.5906 0.2903 -0.0335
C -16.676122 -3.303757 17.201636 0.5869 0.6644 0.2612
Si -17.044634 -1.932218 18.366907 -0.4228 -0.6528 -0.2267
C -18.374496 -0.739842 17.746978 1.0539 0.2466 -0.7705
N -18.310314 -0.313356 16.357724 1.0097 0.5085 -0.1970
C -19.417815 0.581973 16.001384 -1.2091 -1.5619 0.0835
C -19.246777 2.019886 16.396702 0.3967 0.0736 -0.2823
C -17.970104 2.586173 15.710138 -0.6516 0.6979 -0.6557
C -17.072868 1.479348 15.147631 0.2883 -0.1536 0.3856
C -17.003807 0.367538 16.196999 -0.1263 0.2190 -0.9195
C -15.494114 -1.030320 18.939784 -0.0480 0.2777 -0.0468
C -14.215967 -1.347130 18.479344 -0.1664 0.6915 0.8137
C -13.092364 -0.694718 18.996501 -0.8835 0.6073 0.7067
C -13.256656 0.328580 19.944888 -1.2879 -0.7058 -0.9524
C -14.559317 0.738146 20.321452 2.1121 -0.2384 0.0792
C -15.622190 0.031794 19.845456 -1.8988 0.1967 0.2107
C -17.946676 -2.564722 19.965486 0.4910 0.5303 0.1592
C -18.966012 -3.460114 19.709199 -0.3115 -1.1001 0.6135
C -19.621712 -4.145519 20.735617 -0.4037 0.3757 0.0821
C -19.311940 -3.876286 22.054676 0.9690 -0.7041 1.1287
C -18.232420 -3.004216 22.383316 -1.6716 -0.3874 -1.7307
C -17.637805 -2.314708 21.320681 -0.1168 -0.8005 0.2752
H -17.557908 -3.914703 16.980296 -0.0233 -0.2077 0.3821
H -15.913232 -3.871697 17.775980 -0.3460 -0.2984 -0.5382
H -18.273451 0.158686 18.351071 -0.5432 0.2311 0.8741
H -19.282112 -1.270909 17.878319 -1.1699 -0.2697 0.5390
H -20.350329 0.095331 16.445364 1.0031 0.7912 -0.5273
H -19.555153 0.573277 14.912775 0.0182 -0.2556 0.0379
H -19.136868 2.094259 17.473382 -0.1713 0.1609 0.2529
H -20.147837 2.540120 16.074963 0.0047 0.2916 0.2058
H -17.435397 3.136690 16.489165 0.2425 0.0830 -0.2628
H -18.243793 3.316529 14.900131 0.2283 -0.5674 0.7236
H -16.062549 1.869392 14.974832 -0.1209 -0.0364 0.0506
H -17.394428 1.064546 14.191847 -0.2441 0.1195 -0.0173
H -16.697205 0.878930 17.124131 0.0372 -0.2686 0.1821
H -16.240855 -0.367278 15.908511 -0.1158 0.0602 0.2839
H -14.137349 -2.094787 17.729957 0.2691 -0.6691 -0.5408
H -12.101133 -0.963479 18.696708 0.4023 -0.1779 -0.2295
H -12.384222 0.789639 20.325382 0.6526 0.5914 0.4477
H -14.673865 1.562360 21.011950 -0.1130 0.0218 0.0328
H -16.636204 0.359046 20.205514 0.9238 -0.5138 -0.4990
H -19.187538 -3.802029 18.715860 -0.0380 0.2417 -0.5567
H -20.396115 -4.895959 20.531579 0.3520 0.3581 -0.1109
H -19.787409 -4.534055 22.816263 0.3488 0.8377 -0.3556
H -17.926907 -2.855179 23.400145 0.1010 0.0955 0.3043
H -16.842934 -1.657110 21.593508 0.5400 0.4857 -0.1330
N -17.269538 1.670060 9.376105 -0.1469 0.7436 -0.7084
C -17.089597 0.987973 10.276482 0.1177 -0.6183 0.3527
C -16.882147 0.055899 11.339403 -0.4799 0.3256 0.3435
C -15.592696 -0.125583 11.850006 0.8270 0.3354 -0.8154
C -15.386245 -1.053909 12.853646 -0.5989 0.0914 0.9438
C -16.488405 -1.664039 13.510268 0.5141 -0.5991 -0.4431
C -17.758216 -1.468172 12.946217 -0.1780 0.3959 -0.0864
C -17.997091 -0.609295 11.883417 1.2960 -0.1148 0.1510
H -14.755199 0.470225 11.396915 -0.8509 -0.7426 0.4559
H -14.379774 -1.271388 13.240695 -0.3456 0.2959 -0.3152
H -18.625250 -1.979481 13.349401 -0.0023 -0.0189 0.2474
H -18.987318 -0.450024 11.499738 -0.2255 0.0683 -0.2399
```
Positions in Å, forces in eV/Å.

Its total energy is -3308.61477 a.u. As for the expectation value of S²: 8.76. The multiplicity is 6. Its net charge is -1.

No. 2
Computed, not measured: a molecular structure, C2H2KLiO2 at a distorted geometry, with ωB97M-V with the def2-TZVPD basis set.

XYZ file:
```
8
Properties=species:S:1:pos:R:3:forces:R:3
H -0.422947 -0.193498 -2.141172 1.4796 -0.3864 -0.1663
O 1.048208 0.997386 -1.277682 0.6781 -0.6163 0.3240
C 0.273184 0.001565 -1.276866 -3.1629 1.7572 -0.4447
C -0.422983 -0.368055 -0.086851 1.6030 -1.2053 0.2632
O -0.023074 0.086370 1.049913 -0.0453 0.4314 0.3981
K -0.693348 -0.761631 3.324046 -0.0937 -0.0818 0.0912
Li 1.345957 1.470637 0.546082 -0.3324 -0.3723 -0.5213
H -1.104996 -1.232774 -0.137469 -0.1264 0.4736 0.0558
```
Positions in Å, forces in eV/Å.

The calculation puts the energy above the lowest of the compared OMol25 structures with the same formula, charge and spin at 0.000 eV. Its total energy is -835.18095 a.u. As for the expectation value of S²: 0.76. The multiplicity is 2. Its net charge is +1.

No. 3
Computed, not measured: 3 unconnected molecules or ions with the total composition C26H45Br2FN3O4 at a distorted geometry, with ωB97M-V with the def2-TZVPD basis set.

XYZ file:
```
81
Properties=species:S:1:pos:R:3:forces:R:3
C 1.033346 -1.787837 5.717427 0.4398 -0.9107 -0.3077
C 0.537450 -1.859079 4.620382 0.2952 0.3061 -0.8823
C 0.126789 -1.848786 3.147225 0.3991 0.2729 1.8256
C 0.238650 -0.397190 2.649228 -1.2558 0.0900 0.6507
C -0.751426 0.478098 3.173002 -0.3757 0.6949 -0.2664
C -1.869061 -0.004606 4.120292 0.6112 0.2422 0.2370
C -0.752490 1.857988 2.819078 0.5295 -0.6169 -1.3338
C -1.770532 2.900757 3.307796 -0.1655 1.0469 0.5903
O -1.467558 3.559964 4.258127 0.2034 -0.6572 -0.0383
O -2.975923 3.100975 2.699112 1.2645 -0.6075 -0.5504
C 0.264194 2.280530 1.933618 -0.6112 -1.4364 0.9595
F 0.312692 3.576887 1.593748 0.0499 -0.7356 -0.0447
C 1.203646 1.365103 1.416168 0.8381 2.3216 -0.5960
C 2.207824 2.004513 0.428283 0.3984 -1.2580 -0.3567
C 1.773080 1.707153 -1.057863 -0.2658 1.2176 -0.2798
C 1.261196 3.012464 -1.802843 -0.6950 -0.9397 0.2834
C -0.052305 2.640938 -2.584551 1.3689 0.4607 -0.5907
C 0.338091 1.860585 -3.892022 -0.5979 0.2246 0.0533
N 1.201337 0.047868 1.771722 -0.8443 0.4298 0.5104
C 2.188922 -0.906899 1.207421 0.0222 -1.1370 -0.7344
Br 3.346354 -1.660409 2.630821 -0.3549 0.7102 -0.3699
C 1.484447 -2.044238 0.317110 1.1536 -0.2178 0.2024
C 2.103107 -3.458858 0.528765 -0.6223 -0.2080 -0.6496
Br 1.868620 -1.606134 -1.588101 -0.2971 -0.2342 0.4954
H 1.652630 -2.016537 6.583457 -0.7444 0.5435 -0.3600
H 0.790830 -2.574184 2.657306 -0.5640 0.3673 0.0104
H -0.936356 -2.168491 3.141588 0.7235 0.1015 -0.5339
H -1.406576 -0.244589 5.104629 -0.3710 -0.1212 -0.6799
H -2.605427 0.796905 4.331113 0.4441 -0.4554 -0.4041
H -2.399759 -0.886345 3.715717 0.2556 0.4638 0.3020
H -2.854342 3.461277 1.789663 -0.5271 -0.0743 0.2509
H 3.225398 1.593902 0.609790 -0.6142 0.3241 0.0479
H 2.264908 3.099084 0.554971 -0.1298 -0.7095 0.3214
H 0.913903 1.006791 -1.060926 0.7346 0.1731 -0.0213
H 2.607501 1.286428 -1.655716 -0.5660 0.0120 0.6078
H 1.067084 3.847119 -1.096684 0.1362 -0.5338 -0.2724
H 2.028332 3.346225 -2.527478 -0.4325 -0.0208 0.4202
H -0.738887 2.032080 -1.964235 0.2832 0.4546 -0.2063
H -0.539517 3.596782 -2.860935 0.0210 -0.6074 0.0950
H -0.384175 2.153984 -4.679047 0.4907 -0.3901 0.2333
H 0.290811 0.759524 -3.779289 0.0231 0.5738 0.0471
H 1.359587 2.121177 -4.241216 -0.6498 -0.0532 0.2217
H 2.905099 -0.423018 0.530041 -0.5659 0.2401 0.6163
H 0.385278 -2.022216 0.409680 0.5996 -0.0325 0.0193
H 3.201699 -3.462099 0.386609 -0.6525 0.2111 0.2610
H 1.700707 -4.127922 -0.265123 0.1120 0.3999 0.6346
H 1.836087 -3.895428 1.510449 0.2558 0.2502 -0.5020
C -4.298020 7.149659 0.483034 0.1026 0.1585 0.1582
C -3.739644 6.107694 -0.479859 -0.2729 0.2080 0.1303
C -4.277269 6.237551 -1.913780 0.1375 -0.2210 -0.1480
O -5.597430 5.756747 -2.090182 0.1708 0.2033 0.0251
C -6.618426 6.662294 -1.701575 -0.2088 -0.2387 0.0141
N -3.990555 4.767238 0.069609 0.3623 -0.4255 -0.0817
H -5.317956 6.925933 0.796198 0.0169 -0.0448 -0.0846
H -3.691476 7.193564 1.389229 -0.0209 -0.0589 -0.0327
H -4.290490 8.144462 0.032741 -0.0144 -0.0431 -0.0051
H -2.656125 6.257880 -0.525928 -0.0118 -0.0568 -0.0956
H -3.652449 5.618219 -2.564953 -0.0745 -0.0486 -0.0018
H -4.187885 7.265980 -2.283724 -0.0433 0.0588 0.1349
H -6.342315 7.701254 -1.899123 0.0632 -0.0089 0.0515
H -6.865106 6.530728 -0.645929 -0.0111 0.1975 0.0234
H -7.513062 6.426353 -2.277876 0.0891 -0.0337 -0.0587
H -3.528679 4.080680 -0.524310 -0.0569 0.0815 -0.1205
H -4.980840 4.567587 -0.058981 0.0262 0.0155 0.1575
C 4.065366 -8.316036 -3.029251 0.1889 -0.1412 -0.0813
C 3.938452 -6.937732 -2.390199 -0.2749 -0.2325 -0.0092
C 3.690725 -6.978652 -0.872083 0.0898 0.2105 -0.0028
O 2.365072 -7.318576 -0.497819 0.2382 -0.0208 0.0859
C 2.082875 -8.708877 -0.507807 -0.3170 0.0676 -0.0331
N 2.890659 -6.185188 -3.089083 -0.0130 0.1814 0.2813
H 3.101131 -8.809364 -3.154855 -0.0139 0.0720 0.0631
H 4.510315 -8.234069 -4.021698 -0.0571 0.0603 0.0308
H 4.707032 -8.969071 -2.432811 -0.0332 0.0139 -0.0052
H 4.889591 -6.419065 -2.546867 -0.0366 0.0543 0.0873
H 3.853515 -5.969676 -0.478433 -0.0743 0.0040 -0.0059
H 4.412874 -7.630626 -0.365071 -0.0305 -0.1055 -0.0702
H 2.948355 -9.305136 -0.208018 0.0423 0.0311 -0.0682
H 1.732352 -9.020473 -1.493619 0.1192 -0.1602 0.0087
H 1.273870 -8.892634 0.199912 0.0512 0.0846 0.0338
H 2.876145 -5.232286 -2.732255 0.0778 0.0339 -0.1501
H 1.994133 -6.566599 -2.792944 0.0381 -0.0714 -0.1475
```
Positions in Å, forces in eV/Å.

Its total energy is -6730.42734 a.u. Its net charge is +1.

No. 4
Computed, not measured: 2 unconnected molecules or ions with the total composition C9H8Br2ClF at a distorted geometry, with ωB97M-V with the def2-TZVPD basis set.

XYZ file:
```
21
Properties=species:S:1:pos:R:3:forces:R:3
C -0.704364 -0.070339 -1.649516 -0.6352 -1.3511 -3.0872
C -0.830203 1.515031 0.137793 0.3692 1.7183 2.1819
C 0.466553 -0.584876 -1.162248 -0.4086 3.6313 2.8945
C 0.389455 1.063776 0.692936 -0.9974 -2.1785 -2.3481
C -1.378315 0.944349 -1.006787 0.0914 0.3201 0.1851
C 1.065910 -0.002810 -0.011490 -1.0179 1.1551 0.3685
C -2.722656 1.389640 -1.377568 -2.9610 2.0698 -1.8598
C 2.299194 -0.573952 0.492843 -1.5808 -2.1728 2.1681
C 1.466943 -2.020737 2.045176 0.5612 1.8269 -2.0286
F 1.309097 -1.290063 3.161216 0.1639 -0.3158 -0.2845
Cl -0.082137 -2.611227 1.491413 0.2326 0.1289 0.1030
Br 3.508688 0.339083 1.601148 -0.0108 0.3088 -0.1708
Br 2.773683 -3.381768 2.234574 0.1379 -0.1297 0.2362
H -1.039044 -0.494088 -2.717111 0.2853 0.9967 2.7055
H -1.380957 2.425087 0.674071 1.0728 -2.2869 -1.2157
H 0.952387 -1.316171 -1.632700 1.8395 -2.8709 -1.9097
H 0.674618 1.214906 1.704655 0.4468 0.9656 0.5038
H -3.519327 0.966793 -0.750179 0.4125 0.1570 0.3030
H -2.855974 2.514140 -1.376584 0.4172 -1.0247 0.7401
H -3.187872 1.248087 -2.397536 1.3626 -0.7386 0.5695
H 2.794321 -1.274860 -0.154105 0.2188 -0.2096 -0.0546
```
Positions in Å, forces in eV/Å.

Its total energy is -6055.72561 a.u.